[1]
A cluster of 2 separate species, C4H10Cl3O4P in total at a distorted geometry. Source: OMol25; level of theory: ωB97M-V/def2-TZVPD.

```
22
Properties=species:S:1:pos:R:3:nbo_charge:R:1
C 1.324 -2.043 -0.077 -0.272
O 1.562 -1.307 1.095 -0.809
P 0.352 -0.472 1.736 2.568
O 0.651 0.122 3.040 -1.082
O -0.056 0.570 0.595 -0.817
C 0.904 1.528 0.143 -0.253
O -0.901 -1.472 1.736 -0.817
C -0.837 -2.698 2.482 -0.249
H 0.282 -2.138 -0.403 0.195
H 1.694 -3.068 -0.001 0.190
H 1.797 -1.637 -0.979 0.185
H 0.670 2.504 0.560 0.198
H 1.044 1.469 -0.931 0.195
H 1.882 1.276 0.575 0.187
H -1.499 -2.609 3.335 0.203
H 0.194 -2.922 2.773 0.189
H -1.096 -3.500 1.789 0.188
Cl -1.752 4.337 -4.857 0.034
C -1.588 3.368 -3.400 -0.271
Cl -0.089 2.395 -3.512 -0.005
Cl -3.020 2.333 -3.197 0.015
H -1.519 3.963 -2.501 0.230
```

- HOMO level: -0.390 hartree
- Spin multiplicity: 1
- Molecular weight: 259.45 u
- E_LUMO: 0.470 eV

***

[2]
A cluster of 2 separate species, C7H12O in total at a distorted geometry. Source: OMol25; level of theory: ωB97M-V/def2-TZVPD.

```
20
Properties=species:S:1:pos:R:3:nbo_charge:R:1
C -2.813 0.197 -0.466 -0.363
C -1.694 -0.274 -1.001 -0.216
C -0.404 0.465 -0.934 -0.077
C -0.323 1.767 -1.195 -0.373
C 0.794 -0.356 -0.606 -0.240
C 0.733 -1.376 0.246 -0.143
C 1.756 -2.404 0.558 -0.648
H -3.699 -0.422 -0.443 0.196
H -2.921 1.142 0.041 0.200
H -1.648 -1.264 -1.439 0.211
H -1.119 2.394 -1.590 0.202
H 0.542 2.394 -0.972 0.189
H 1.693 -0.200 -1.198 0.209
H -0.236 -1.547 0.704 0.192
H 2.723 -2.167 0.155 0.214
H 1.925 -2.503 1.635 0.223
H 1.448 -3.397 0.236 0.222
O 1.281 1.686 2.465 -0.938
H 1.445 2.244 1.685 0.467
H 0.639 1.039 2.149 0.472
```

- HOMO level: -0.327 hartree
- Spin multiplicity: 1
- Molecular weight: 112.17 u
- E_LUMO: 0.735 eV

***

[3]
A cluster of 6 separate species, C5H20IN10O5 in total at a distorted geometry. Source: OMol25; level of theory: ωB97M-V/def2-TZVPD.

```
41
Properties=species:S:1:pos:R:3:nbo_charge:R:1
I -0.730 23.371 -3.972 -0.918
C 0.475 25.600 -0.025 0.773
O -0.681 25.985 0.071 -0.682
N 0.853 24.574 -0.833 -0.872
N 1.507 26.192 0.667 -0.863
H 1.783 24.351 -1.150 0.414
H 0.106 24.187 -1.396 0.423
H 1.342 27.013 1.212 0.398
H 2.425 25.812 0.532 0.383
C -3.507 27.198 -4.026 0.776
O -4.260 28.095 -4.370 -0.689
N -2.717 27.222 -2.902 -0.853
N -3.385 26.023 -4.728 -0.871
H -2.594 28.047 -2.351 0.400
H -2.327 26.354 -2.572 0.410
H -3.905 26.011 -5.584 0.395
H -2.597 25.424 -4.547 0.417
C 2.753 20.301 -2.731 0.772
O 2.162 19.239 -2.854 -0.674
N 2.170 21.520 -2.757 -0.882
N 4.138 20.327 -2.650 -0.861
H 1.274 21.680 -3.207 0.427
H 2.611 22.378 -2.454 0.409
H 4.557 19.494 -2.280 0.387
H 4.595 21.211 -2.509 0.378
C 3.776 24.521 -3.114 0.793
O 3.456 23.940 -2.080 -0.717
N 3.004 24.473 -4.237 -0.846
N 4.864 25.344 -3.208 -0.842
H 3.368 24.740 -5.131 0.387
H 2.032 24.224 -4.146 0.446
H 5.456 25.398 -2.402 0.406
H 4.908 25.980 -3.978 0.395
C -4.372 23.302 -1.193 0.772
O -5.235 23.468 -0.335 -0.692
N -3.048 23.218 -0.889 -0.850
N -4.656 23.085 -2.513 -0.860
H -2.365 23.023 -1.605 0.406
H -2.726 23.156 0.057 0.402
H -3.941 23.372 -3.163 0.409
H -5.641 23.057 -2.692 0.398
```

- HOMO level: -0.204 hartree
- Net charge: -1
- Spin multiplicity: 1
- Molecular weight: 427.18 u
- E_LUMO: 2.129 eV

***

[4]
A cluster of 2 separate species, C2H5OS in total at a distorted geometry. Source: OMol25; level of theory: ωB97M-V/def2-TZVPD.

```
9
Properties=species:S:1:pos:R:3:nbo_charge:R:1
S -1.268 -1.375 2.417 -1.053
H -1.202 -2.621 2.908 0.096
C 0.924 1.241 -1.305 -0.586
C 0.354 0.228 -0.639 0.188
O -0.986 0.210 -0.471 -0.709
H 2.004 1.282 -1.362 0.186
H 0.340 2.154 -1.318 0.190
H 0.932 -0.639 -0.452 0.166
H -1.099 -0.479 0.222 0.523
```

- HOMO level: -0.111 hartree
- Net charge: -1
- Spin multiplicity: 1
- Molecular weight: 77.13 u
- E_LUMO: 4.140 eV

***

[5]
The ion CH5N2O2 with charge +1 at a distorted geometry. Source: OMol25; level of theory: ωB97M-V/def2-TZVPD.

```
10
Properties=species:S:1:pos:R:3:nbo_charge:R:1
C -1.251 0.277 -0.101 -0.475
N 0.073 0.636 0.289 0.066
N 0.901 -0.230 0.014 0.136
O 2.207 -0.520 0.075 -0.052
O 3.218 0.484 -0.093 -0.332
H -1.238 -0.731 -0.449 0.188
H -1.668 0.954 -0.889 0.297
H -1.940 0.376 0.724 0.283
H 0.413 -1.218 -0.352 0.395
H 3.866 0.083 -0.592 0.495
```

- HOMO level: -0.613 hartree
- Net charge: +1
- Spin multiplicity: 1
- Molecular weight: 77.06 u
- E_LUMO: -6.283 eV

***

[6]
A structure of composition C18H26Cl5KN3O2SSbSe2 at a distorted geometry. Source: OMol25; level of theory: ωB97M-V/def2-TZVPD.

```
59
Properties=species:S:1:pos:R:3:nbo_charge:R:1
K 0.505 -0.829 0.454 0.798
O -4.228 -2.916 3.536 -0.765
C -3.835 -2.840 2.167 -0.072
C -3.383 -1.428 1.764 -0.170
C -4.554 -0.437 1.856 -0.056
O -5.197 -0.367 3.107 -0.757
C -2.247 -1.020 2.693 -0.565
Se -1.429 0.713 2.335 -0.688
C -2.949 -1.431 0.304 -0.555
Se -1.816 -2.920 -0.266 -0.666
H -4.135 -3.828 3.817 0.468
H -4.676 -3.147 1.528 0.149
H -2.999 -3.524 1.990 0.207
H -5.315 -0.702 1.101 0.132
H -4.175 0.561 1.613 0.199
H -4.843 -1.089 3.639 0.486
H -1.443 -1.760 2.640 0.202
H -2.608 -0.971 3.722 0.204
H -2.399 -0.519 0.087 0.240
H -3.826 -1.478 -0.348 0.191
Cl 2.923 -1.538 -3.254 -0.046
C 3.353 -2.377 -1.806 -0.002
C 2.863 -1.867 -0.607 -0.379
C 3.260 -2.627 0.494 -0.117
Cl 2.754 -2.074 2.047 -0.017
C 4.037 -3.776 0.434 -0.104
Cl 4.425 -4.693 1.848 -0.007
C 4.508 -4.211 -0.797 -0.111
Cl 5.498 -5.618 -0.917 -0.001
C 4.170 -3.492 -1.936 -0.142
Cl 4.771 -4.022 -3.476 -0.015
C 4.678 2.813 0.902 -0.994
Sb 2.901 1.530 0.784 1.053
C 1.918 2.897 -0.551 -1.013
C 2.046 2.473 2.514 -1.002
H 4.390 3.845 1.083 0.204
H 5.237 2.756 -0.029 0.208
H 5.321 2.476 1.711 0.208
H 2.169 3.925 -0.301 0.204
H 0.852 2.744 -0.443 0.253
H 2.202 2.698 -1.578 0.216
H 2.172 3.552 2.462 0.199
H 2.513 2.099 3.420 0.213
H 0.988 2.236 2.546 0.266
C -0.496 4.544 -2.961 -0.594
C -1.721 3.630 -2.938 -0.443
C -1.328 2.218 -2.695 0.049
N -0.999 1.736 -1.564 -0.230
N -0.682 0.452 -1.558 -0.379
C -0.766 -0.122 -2.709 0.297
N -0.496 -1.402 -2.957 -0.819
S -1.261 1.006 -3.992 0.193
H -0.803 5.583 -3.067 0.191
H 0.157 4.288 -3.793 0.199
H 0.058 4.430 -2.035 0.230
H -2.261 3.699 -3.884 0.200
H -2.380 3.935 -2.122 0.231
H -0.655 -2.032 -2.164 0.439
H -0.768 -1.779 -3.850 0.382
```

- HOMO level: -0.033 hartree
- Net charge: -2
- Spin multiplicity: 1
- Molecular weight: 844.54 u
- E_LUMO: 3.839 eV